--- 1 ---
49
Properties=species:S:1:pos:R:3:lowdin_charge:R:1 method="wB97M-V/def2-TZVPD" total_charge=0 smiles=CCC(CC)CC[C@@H](C)C[C@@H](CC)OCCC#N gap_ev=10.532
C -3.103 -1.950 -2.425 -0.129
C -1.909 -1.762 -1.628 -0.258
C -0.564 -1.692 -2.432 -0.283
C -0.310 -2.964 -3.432 -0.189
C 0.789 -2.541 -4.452 -0.098
C 0.669 -1.631 -1.508 -0.131
C 0.852 -0.071 -1.063 -0.131
C 1.830 -0.063 0.123 -0.378
C 3.271 -0.136 -0.359 -0.078
C 1.465 1.131 1.056 -0.105
C 0.246 1.029 2.050 -0.341
C 0.349 -0.140 3.084 -0.194
C -0.782 -0.237 4.102 -0.113
O 0.231 2.259 2.780 -0.152
C -0.858 3.186 2.490 -0.160
C -0.340 4.597 2.981 -0.128
C -1.297 5.713 2.641 -0.208
N -2.139 6.501 2.438 0.123
H -3.092 -2.860 -2.941 0.040
H -3.074 -1.236 -3.297 0.104
H -4.044 -1.850 -1.850 0.092
H -1.900 -2.584 -0.868 0.135
H -1.972 -0.966 -1.034 0.050
H -0.591 -0.772 -3.037 0.133
H -1.244 -3.282 -3.910 0.085
H -0.092 -3.841 -2.836 0.096
H 1.485 -1.753 -4.011 0.085
H 1.344 -3.470 -4.747 0.084
H 0.283 -2.084 -5.234 0.036
H 0.519 -2.228 -0.715 0.073
H 1.609 -1.753 -1.973 0.076
H -0.126 0.178 -0.687 0.075
H 0.922 0.678 -1.820 0.112
H 1.657 -0.941 0.727 0.110
H 3.626 -1.126 -0.826 0.099
H 3.430 0.530 -1.210 0.070
H 4.004 0.171 0.455 0.092
H 2.367 1.292 1.663 0.116
H 1.213 2.004 0.528 0.097
H -0.666 0.990 1.324 0.161
H 1.342 0.023 3.473 0.109
H 0.348 -1.093 2.475 0.119
H -0.794 -1.256 4.630 0.093
H -1.829 -0.165 3.631 0.093
H -0.857 0.608 4.761 0.050
H -1.743 2.931 3.043 0.115
H -1.023 3.246 1.418 0.119
H -0.051 4.504 4.029 0.118
H 0.551 4.876 2.392 0.118

---

--- 2 ---
49
Properties=species:S:1:pos:R:3:lowdin_charge:R:1 method="wB97M-V/def2-TZVPD" total_charge=0 smiles=CCC(CC)CC[C@@H](C)C[C@H](CC)OCCC#N gap_ev=10.794
C -3.907 -1.948 -3.209 -0.147
C -3.681 -1.875 -1.751 -0.226
C -2.211 -2.373 -1.498 -0.290
C -2.110 -3.858 -1.093 -0.220
C -2.857 -4.273 0.174 -0.123
C -1.505 -1.488 -0.389 -0.223
C -0.083 -1.573 -0.084 -0.190
C 0.442 -0.297 0.768 -0.305
C 1.622 -0.838 1.632 -0.070
C 0.848 0.858 -0.181 -0.144
C 1.388 2.186 0.338 -0.330
C 1.163 3.400 -0.684 -0.194
C 0.783 4.605 0.117 -0.137
O 2.763 1.908 0.669 -0.125
C 3.413 2.971 1.364 -0.203
C 4.687 2.489 2.118 -0.132
C 4.548 2.667 3.562 -0.235
N 4.245 2.700 4.679 0.141
H -3.175 -1.335 -3.768 0.085
H -4.941 -1.642 -3.526 0.088
H -3.829 -2.965 -3.582 0.068
H -3.835 -0.802 -1.630 0.109
H -4.383 -2.391 -1.193 0.077
H -1.594 -2.237 -2.400 0.130
H -1.046 -4.063 -0.815 0.111
H -2.418 -4.561 -1.907 0.118
H -3.996 -4.201 0.211 0.093
H -2.574 -3.744 1.080 0.058
H -2.563 -5.279 0.399 0.057
H -1.992 -1.741 0.541 0.105
H -1.783 -0.486 -0.636 0.096
H -0.074 -2.476 0.553 0.110
H 0.522 -1.654 -0.993 0.124
H -0.457 0.004 1.330 0.136
H 1.796 -0.034 2.344 0.064
H 1.266 -1.721 2.166 0.061
H 2.504 -1.213 0.988 0.117
H -0.057 1.186 -0.729 0.112
H 1.417 0.574 -1.003 0.100
H 0.765 2.308 1.261 0.153
H 2.024 3.529 -1.403 0.131
H 0.181 3.220 -1.299 0.135
H 1.659 5.005 0.595 0.057
H -0.076 4.274 0.758 0.101
H 0.393 5.396 -0.484 0.059
H 3.571 3.805 0.681 0.110
H 2.772 3.424 2.221 0.145
H 5.529 3.119 1.813 0.115
H 4.847 1.436 1.895 0.123

---

Verdict on stability: 1 comes out at the bottom.

---

--- 1 ---
42
Properties=species:S:1:pos:R:3:lowdin_charge:R:1 method="wB97M-V/def2-TZVPD" multiplicity=4 total_charge=+1 gap_ev="6.600 / 6.635"
V 0.167 -2.180 1.393 1.296
C 0.506 1.318 0.386 -0.220
O 0.390 -0.087 0.681 -0.473
H -0.486 1.767 0.352 0.068
H 0.867 1.792 1.298 0.057
H 1.096 1.562 -0.498 0.073
C 1.624 1.036 4.923 -0.332
O 1.393 -0.124 5.261 -0.029
N 1.239 2.149 5.623 -0.160
C 1.204 3.377 4.770 -0.063
C 0.515 2.116 6.893 -0.048
H 1.961 1.137 3.880 0.126
H 2.050 3.660 4.143 0.088
H 1.137 4.300 5.344 0.079
H 0.234 3.486 4.285 0.082
H -0.552 2.334 6.861 0.091
H 0.277 1.102 7.212 0.082
H 1.079 2.598 7.691 0.096
C -2.693 -0.910 -1.919 -0.359
O -3.399 -1.913 -1.937 0.006
N -2.231 -0.225 -2.998 -0.156
C -1.464 1.037 -2.854 -0.045
C -2.806 -0.668 -4.335 -0.014
H -2.259 -0.373 -1.061 0.123
H -0.957 1.091 -1.891 0.048
H -2.129 1.898 -2.800 0.087
H -0.795 1.278 -3.680 0.089
H -2.063 -1.362 -4.729 0.065
H -3.743 -1.223 -4.310 0.084
H -3.018 0.124 -5.053 0.086
C 0.188 -3.329 -1.789 -0.258
O -0.165 -3.222 -0.600 -0.103
N 0.999 -2.584 -2.582 -0.136
C 1.726 -1.480 -2.069 -0.057
C 1.085 -2.867 -4.084 0.019
H -0.399 -4.034 -2.397 0.159
H 1.923 -1.367 -1.003 0.077
H 1.424 -0.574 -2.594 0.103
H 2.749 -1.625 -2.417 0.097
H 1.952 -2.501 -4.635 0.099
H 1.206 -3.947 -4.169 0.092
H 0.168 -2.568 -4.592 0.081

---

--- 2 ---
42
Properties=species:S:1:pos:R:3:lowdin_charge:R:1 method="wB97M-V/def2-TZVPD" multiplicity=4 total_charge=+1 gap_ev="4.240 / 4.680"
V -3.371 3.109 -0.281 1.220
C -0.826 1.349 1.420 -0.207
O -1.728 1.801 0.471 -0.308
H -0.206 0.502 1.127 0.090
H -0.068 2.108 1.612 0.095
H -1.298 1.104 2.371 0.079
C 1.042 -2.659 2.030 -0.368
O 2.225 -2.632 2.193 0.051
N 0.143 -2.192 2.907 -0.180
C -1.301 -2.166 2.665 -0.065
C 0.542 -1.446 4.087 -0.040
H 0.641 -3.011 1.067 0.124
H -1.933 -2.490 3.491 0.090
H -1.574 -2.892 1.899 0.077
H -1.752 -1.211 2.395 0.056
H 0.268 -2.142 4.879 0.099
H 1.588 -1.140 4.116 0.094
H -0.052 -0.538 4.192 0.075
C 0.149 -2.392 -1.778 -0.306
O 0.789 -3.471 -1.617 -0.019
N -1.202 -2.222 -1.784 -0.187
C -1.826 -0.924 -1.933 -0.070
C -2.054 -3.367 -1.323 -0.020
H 0.671 -1.424 -1.825 0.127
H -2.758 -0.947 -2.498 0.092
H -1.073 -0.183 -2.201 0.075
H -2.130 -0.630 -0.928 0.059
H -2.717 -3.130 -0.491 0.080
H -2.511 -3.688 -2.258 0.093
H -1.452 -4.237 -1.058 0.085
C 1.947 3.026 -3.278 -0.370
O 2.501 3.494 -4.288 0.017
N 2.128 3.284 -2.006 -0.175
C 3.115 4.259 -1.631 -0.027
C 1.014 2.836 -1.150 -0.062
H 1.011 2.464 -3.421 0.121
H 2.919 5.202 -2.141 0.096
H 4.145 3.991 -1.866 0.105
H 2.908 4.439 -0.576 0.089
H 0.338 3.625 -0.821 0.074
H 0.392 2.058 -1.593 0.065
H 1.354 2.480 -0.177 0.077

---

Verdict on stability: 2 comes out at the bottom.

---

--- 1 ---
6
Properties=species:S:1:pos:R:3:lowdin_charge:R:1 method="wB97M-V/def2-TZVPD" total_charge=0 gap_ev="7.931 / 7.319"
C 1.015 -1.543 -2.307 -0.508
C 0.079 -0.943 -3.338 0.182
N -0.027 -0.772 -2.036 0.138
O 1.952 -2.195 -2.064 0.201
S -1.524 0.364 0.614 0.314
H -0.218 0.406 0.837 -0.326

---

--- 2 ---
6
Properties=species:S:1:pos:R:3:lowdin_charge:R:1 method="wB97M-V/def2-TZVPD" total_charge=0 smiles="O=C=S.C#N" gap_ev=11.608
O 1.154 -0.305 -2.077 0.066
C 2.161 0.169 -1.760 -0.919
S 3.529 0.738 -1.355 0.820
C 0.413 -0.410 0.671 -0.099
N 1.097 0.019 1.474 0.079
H -0.239 -0.785 -0.076 0.053

---

--- 3 ---
6
Properties=species:S:1:pos:R:3:lowdin_charge:R:1 method="wB97M-V/def2-TZVPD" total_charge=0 smiles="N#CC(O)=S" gap_ev=8.065
N -1.850 -0.902 -0.100 0.176
C -0.586 -0.778 0.193 -0.143
C 0.621 -0.171 0.048 -0.919
O 0.232 1.087 0.025 0.029
S 2.229 -0.594 -0.019 0.752
H -0.646 1.359 -0.147 0.104

---

Verdict on stability: 1 comes out at the bottom.

---

--- 1 ---
63
Properties=species:S:1:pos:R:3:lowdin_charge:R:1 method="wB97M-V/def2-TZVPD" total_charge=0 gap_ev=3.662
C -3.427 -5.183 -1.334 -0.018
C -2.368 -5.299 -0.408 -0.444
C -2.576 -5.467 0.938 -0.073
C -1.422 -5.262 1.647 -0.104
C -0.498 -4.508 1.022 -0.003
B -3.176 -0.875 -1.359 -0.783
O -3.489 0.486 -1.667 0.103
C -2.266 1.111 -1.186 0.018
C -1.193 -0.307 -0.602 -0.161
C -0.006 -0.934 -0.074 0.149
C -1.134 -0.835 -2.239 -0.012
O -2.426 -1.489 -2.370 0.092
C -2.234 -0.632 0.540 -0.063
O -3.383 -1.346 -0.063 0.117
O -1.115 -5.072 -0.699 0.032
H -4.285 -5.734 -0.999 0.087
H -3.808 -4.167 -1.389 0.092
H -3.306 -5.482 -2.365 0.094
H -3.531 -5.549 1.348 0.098
H -1.365 -5.862 2.575 0.141
H -1.746 1.617 -2.050 0.134
H -2.427 1.795 -0.291 0.142
H -0.591 -2.788 1.693 0.135
H 0.613 -1.551 -0.674 0.072
H 0.365 -0.675 0.827 0.012
H -1.063 0.041 -2.863 0.108
H -0.381 -1.542 -2.495 0.117
H -1.692 -1.229 1.302 0.112
H -2.766 0.296 1.022 0.168
C 3.115 2.585 -2.563 -0.064
C 2.290 3.102 -1.512 -0.373
N 1.687 4.317 -1.715 -0.092
C 1.654 5.011 -2.968 -0.043
C 0.969 4.716 -0.618 -0.207
C 1.199 3.727 0.366 -0.231
C 0.456 3.825 1.551 -0.063
C -0.524 4.823 1.646 -0.125
C -0.781 5.712 0.594 -0.123
C 0.028 5.745 -0.541 -0.026
C 1.979 2.658 -0.240 0.076
C 0.379 -3.232 1.273 -0.087
C 1.634 -2.393 1.941 -0.123
C 2.456 -1.136 1.415 -0.042
C 2.940 -0.241 2.329 -0.086
C 3.258 -0.800 3.607 -0.068
C 2.915 -2.114 3.920 -0.093
C 2.206 -2.891 3.034 -0.121
H 3.488 1.673 -2.198 0.062
H 2.633 2.410 -3.483 0.065
H 3.950 3.216 -2.725 0.078
H 1.104 5.981 -2.955 0.085
H 2.668 5.238 -3.348 0.092
H 1.219 4.394 -3.778 0.092
H 0.694 3.134 2.350 0.092
H -1.095 4.913 2.582 0.094
H -1.586 6.424 0.674 0.086
H -0.118 6.407 -1.402 0.094
H 0.843 -3.755 0.320 0.177
H 2.697 -1.118 0.322 0.116
H 3.230 0.767 2.075 0.092
H 3.724 -0.145 4.348 0.105
H 3.348 -2.576 4.762 0.089
H 2.040 -3.934 3.151 0.111

---

--- 2 ---
63
Properties=species:S:1:pos:R:3:lowdin_charge:R:1 method="wB97M-V/def2-TZVPD" total_charge=0 gap_ev=3.113
C -3.174 -7.686 0.931 -0.052
C -2.248 -6.739 1.521 -0.360
C -1.578 -6.728 2.732 -0.054
C -0.807 -5.533 2.749 -0.045
C -1.036 -4.876 1.539 -0.076
B -0.557 -3.466 0.823 -1.009
O -1.848 -2.798 0.703 0.081
C -1.472 -1.542 0.236 -0.128
C 0.096 -1.561 0.111 -0.383
C 0.540 -0.247 -0.349 -0.073
C 0.556 -2.680 -0.905 -0.124
O 0.097 -3.897 -0.398 0.086
C 0.761 -1.806 1.516 -0.141
O 0.309 -3.046 1.941 0.048
O -1.924 -5.615 0.802 0.063
H -3.314 -8.515 1.634 0.080
H -4.152 -7.228 0.740 0.080
H -2.787 -8.095 -0.010 0.080
H -1.635 -7.483 3.505 0.092
H -0.153 -5.172 3.532 0.092
H -1.920 -1.341 -0.755 0.136
H -1.779 -0.752 0.947 0.138
H 1.629 -0.416 -0.369 0.118
H 0.073 -0.102 -1.331 0.139
H 0.176 0.447 0.421 0.134
H 0.117 -2.484 -1.901 0.135
H 1.659 -2.697 -0.978 0.135
H 1.863 -1.813 1.422 0.132
H 0.456 -1.015 2.226 0.137
C 0.562 2.329 -3.885 0.005
C 0.003 2.707 -2.572 -0.180
N -1.094 3.519 -2.492 -0.038
C -1.820 4.046 -3.631 0.005
C -1.407 3.771 -1.161 -0.150
C -0.459 3.070 -0.364 -0.127
C -0.517 3.215 1.026 -0.021
C -1.466 4.093 1.570 -0.068
C -2.379 4.791 0.761 -0.070
C -2.369 4.625 -0.633 -0.004
C 0.426 2.382 -1.273 -0.129
C 1.485 1.430 -0.881 0.000
C 2.525 1.962 0.074 -0.185
C 2.580 3.301 0.505 -0.028
C 3.508 3.707 1.473 -0.057
C 4.458 2.803 1.958 -0.063
C 4.484 1.499 1.452 -0.058
C 3.541 1.091 0.505 -0.024
H 1.532 1.851 -3.729 0.084
H -0.088 1.623 -4.426 0.106
H 0.715 3.208 -4.531 0.097
H -2.653 4.649 -3.263 0.084
H -1.175 4.677 -4.258 0.102
H -2.219 3.236 -4.258 0.107
H 0.185 2.669 1.657 0.117
H -1.492 4.245 2.651 0.108
H -3.102 5.465 1.219 0.107
H -3.066 5.138 -1.292 0.103
H 1.972 1.016 -1.780 0.141
H 1.890 4.045 0.105 0.119
H 3.481 4.734 1.842 0.112
H 5.183 3.119 2.709 0.111
H 5.239 0.790 1.794 0.113
H 3.589 0.080 0.091 0.121

---

Verdict on stability: 1 comes out at the bottom.